[1]
Here is a cluster of 2 separate species, C3H11N2OP in total in a non-equilibrium geometry from the OMol25 dataset. Energies are from ωB97M-V with the def2-TZVPD basis set.

Positions of all 18 atoms, in Å:
1 C 1.2722 -0.6643 -0.3315
2 C 1.4971 1.3700 1.0473
3 C -1.1440 0.2799 -1.6794
4 N -1.4835 -1.7679 1.1490
5 N 0.7194 0.6373 0.1186
6 O -1.6775 1.7429 0.7199
7 P -0.9281 0.6209 0.1225
8 H 2.2114 -0.6475 -0.9646
9 H 1.4309 -1.3453 0.5565
10 H 0.4629 -1.2409 -0.9791
11 H 2.4947 0.9033 0.9412
12 H 1.6177 2.4428 0.8433
13 H 1.1667 1.1963 2.1107
14 H -0.2000 0.0520 -2.0724
15 H -1.7926 -0.5822 -1.7792
16 H -1.5702 1.1780 -2.1307
17 H -2.2558 -1.7017 1.7724
18 H -1.8213 -2.4737 0.5556

Charge: 0
LUMO level (spin up / spin down): -0.1663 / -0.1663 eV
Largest force on an atom: 3.5 eV/A
Multiplicity: 1
Kohn-Sham gap (spin up / spin down): 8.0 / 7.9 eV
Electronic energy: -17603.6306 eV
Energy relative to the best compared isomer or geometry (same formula, charge and spin): 71.6 kcal/mol
Highest occupied orbital energy (spin up / spin down): -8.12 / -8.12 eV

[2]
Here is a cluster of 6 separate species, H12O6 in total from the OMol25 dataset. Energies are from ωB97M-V with the def2-TZVPD basis set.

Positions of all 18 atoms, in Å:
1 O -2.6908 1.2244 1.0212
2 H -2.4132 0.4462 0.5379
3 H -2.6732 0.9555 1.9397
4 O 1.6753 -0.0892 1.3985
5 H 2.3136 -0.0469 2.1105
6 H 2.1510 -0.4946 0.6735
7 O -0.6787 -0.3659 2.7398
8 H 0.2175 -0.3889 2.4043
9 H -1.2030 -0.7763 2.0521
10 O -0.0451 0.3752 -1.1863
11 H 0.2686 0.3215 -0.2836
12 H -0.2722 -0.5260 -1.4155
13 O -0.6270 -2.2981 -2.0139
14 H -0.1468 -2.0358 -2.7993
15 H -0.3140 -3.1828 -1.8256
16 O 1.4704 2.5795 -2.0507
17 H 2.1384 2.4209 -1.3837
18 H 0.8292 1.8812 -1.9189

Charge: 0
LUMO level: -0.1535 eV
Largest force on an atom: 0.8 eV/A
Multiplicity: 1
Kohn-Sham gap: 10.5 eV
Electronic energy: -12479.6986 eV
Energy relative to the best compared isomer or geometry (same formula, charge and spin): 32.6 kcal/mol
SMILES: O.O.O.O.O.O
Highest occupied orbital energy: -10.70 eV

[3]
Here is a structure of composition C20H20N3O6PdSe in a non-equilibrium geometry from the OMol25 dataset. Energies are from ωB97M-V with the def2-TZVPD basis set.

Positions of all 51 atoms, in Å:
1 Pd 0.3914 0.2560 0.1202
2 O -2.7860 2.7527 1.2159
3 C -1.7318 2.1269 1.3762
4 O -0.6538 2.2548 0.7382
5 C -1.7078 1.0412 2.5078
6 C -0.3003 0.7960 3.0542
7 C -0.3654 0.0473 4.3868
8 C -0.7568 -1.3789 3.9328
9 C -0.8469 -1.1996 2.4164
10 O 0.2262 -0.2510 2.1864
11 C -2.1157 -0.4039 2.0569
12 C -2.5115 -0.6000 0.5665
13 O -3.6474 -0.9713 0.3017
14 O -1.5777 -0.4277 -0.2875
15 H -2.3907 1.3743 3.2906
16 H 0.3679 1.6529 3.0040
17 H -1.0917 0.4965 5.0618
18 H 0.6081 0.0498 4.8788
19 H -1.7008 -1.7213 4.3529
20 H 0.0178 -2.1013 4.1902
21 H -0.6620 -2.0855 1.8097
22 H -2.9607 -0.7510 2.6517
23 Se 2.8461 -0.1568 0.3748
24 C 3.5306 0.2295 -1.2884
25 N 3.9866 0.4716 -2.3231
26 C -1.4927 2.6205 -5.4830
27 N -1.6538 1.7600 -4.3155
28 N -0.4675 1.1449 -3.8896
29 C -0.4176 1.1530 -2.5121
30 O 0.4603 0.5214 -1.8978
31 C -1.5308 1.9421 -2.0686
32 C -2.2231 2.3043 -3.1648
33 C -3.4160 3.1826 -3.2613
34 C 0.1561 0.1799 -4.7151
35 C -0.5822 -0.4964 -5.6810
36 C 0.0491 -1.4328 -6.4833
37 C 1.3953 -1.7107 -6.3126
38 C 2.1208 -1.0418 -5.3378
39 C 1.5122 -0.0841 -4.5443
40 H -0.7221 2.1934 -6.1211
41 H -1.2018 3.6386 -5.2066
42 H -2.4283 2.6427 -6.0405
43 H -1.7515 2.1782 -1.0427
44 H -3.8212 3.3450 -2.2657
45 H -4.1842 2.7330 -3.8906
46 H -3.1507 4.1537 -3.6857
47 H -1.6397 -0.2975 -5.7824
48 H -0.5241 -1.9608 -7.2344
49 H 1.8779 -2.4531 -6.9349
50 H 3.1690 -1.2532 -5.1754
51 H 2.0814 0.4277 -3.7837

Charge: -1
LUMO level (spin up / spin down): 2.4994 / 2.3463 eV
Largest force on an atom: 1.0 eV/A
Multiplicity: 1
Kohn-Sham gap (spin up / spin down): 7.3 / 7.2 eV
Electronic energy: -106647.9895 eV
Energy relative to the best compared isomer or geometry (same formula, charge and spin): 0.0 kcal/mol
Highest occupied orbital energy (spin up / spin down): -4.82 / -4.90 eV

[4]
Here is the molecule C6H5ClN2 in a non-equilibrium geometry from the OMol25 dataset. Energies are from ωB97M-V with the def2-TZVPD basis set.

Positions of all 14 atoms, in Å:
1 C -0.0053 -2.2674 0.7131
2 C 0.8667 1.0545 0.2627
3 C 0.6950 -0.0266 1.0108
4 C -0.9029 0.3067 -1.2000
5 C 0.0935 1.3731 -0.9474
6 C -0.4598 -0.9457 0.7402
7 N 0.3371 -3.3415 0.6524
8 N -1.2408 -0.6499 -0.4408
9 Cl -1.6683 -0.9013 2.1056
10 H 1.8186 1.4780 0.4614
11 H 1.4888 -0.2403 1.6747
12 H -1.3410 0.4289 -2.1925
13 H -0.5637 2.3262 -1.0252
14 H 0.8822 1.4053 -1.8151

Charge: 0
LUMO level: 0.3427 eV
Largest force on an atom: 3.0 eV/A
Multiplicity: 1
Kohn-Sham gap: 10.8 eV
Electronic energy: -21803.4866 eV
Energy relative to the best compared isomer or geometry (same formula, charge and spin): 29.5 kcal/mol
SMILES: N#C[C@@]1(Cl)C=CCC=N1
Highest occupied orbital energy: -10.42 eV

[5]
Here is a cluster of 2 separate species, CH2N2P2 in total in a non-equilibrium geometry from the OMol25 dataset. Energies are from ωB97M-V with the def2-TZVPD basis set.

Positions of all 7 atoms, in Å:
1 C -1.9456 -1.2082 0.2890
2 N -2.7384 -0.4059 0.4466
3 N 0.9709 1.0637 -0.1445
4 P -0.3847 1.5706 -0.5852
5 P 2.2898 0.4822 0.5282
6 H -1.1908 -1.9367 0.1559
7 H 2.9988 0.4343 -0.6900

Charge: 0
LUMO level (spin up / spin down): -0.7452 / -0.7439 eV
Largest force on an atom: 1.5 eV/A
Multiplicity: 1
Kohn-Sham gap (spin up / spin down): 6.6 / 6.6 eV
Electronic energy: -22624.3120 eV
Energy relative to the best compared isomer or geometry (same formula, charge and spin): 61.0 kcal/mol
Highest occupied orbital energy (spin up / spin down): -7.33 / -7.33 eV

[6]
Here is a cluster of 6 separate species, C33H62Cl2NO12 in total in a non-equilibrium geometry from the OMol25 dataset. Energies are from ωB97M-V with the def2-TZVPD basis set.

Positions of all 110 atoms, in Å:
1 C 0.1171 -1.1331 0.9743
2 C -0.5387 0.0564 1.2427
3 C -0.3956 0.9019 2.6090
4 C -0.2430 -0.0850 3.8277
5 C -1.5121 -0.8500 4.3465
6 C -2.1609 -1.9240 3.3747
7 C -3.4444 -1.3074 2.6687
8 O -3.4618 -0.7626 1.5613
9 O -4.6576 -1.4510 3.3704
10 C -5.3706 -0.1906 3.4873
11 C -6.5586 -0.1169 2.4083
12 C 1.0321 1.6659 2.4535
13 Cl 1.6328 1.7977 0.7388
14 C 1.0375 3.1413 3.0429
15 C -0.1206 3.9655 2.2626
16 C -1.3171 3.0560 1.7449
17 N -1.5589 1.8369 2.6280
18 Cl -2.0330 2.4581 4.1691
19 H 0.6280 -1.7881 1.7489
20 H 0.2203 -1.4992 -0.0961
21 H -1.2547 0.4480 0.4550
22 H 0.5750 -0.8451 3.5967
23 H 0.1770 0.5169 4.7073
24 H -1.1903 -1.4256 5.2808
25 H -2.3725 -0.1969 4.7175
26 H -2.5772 -2.7500 4.0480
27 H -1.4555 -2.4451 2.6715
28 H -4.6531 0.6764 3.4021
29 H -5.8922 -0.2058 4.5026
30 H -7.2875 0.6910 2.7208
31 H -7.1186 -1.0991 2.3333
32 H -6.0617 0.0946 1.4103
33 H 1.7887 1.0341 3.0202
34 H 2.0521 3.6192 2.9533
35 H 0.7457 3.0614 4.1410
36 H -0.4915 4.7892 2.9577
37 H 0.3873 4.4751 1.3772
38 H -1.2109 2.7634 0.6475
39 H -2.2723 3.6733 1.7899
40 H -2.3714 1.3369 2.2130
41 O 0.5606 5.2078 -1.7255
42 C 1.4266 4.8751 -2.5038
43 O 1.1134 4.6145 -3.7820
44 C 2.0796 4.4065 -4.8207
45 C 2.5320 2.9607 -4.8642
46 C 2.8377 4.6580 -2.0364
47 H 2.9146 5.1044 -4.7262
48 H 1.5766 4.6539 -5.7576
49 H 3.0302 2.6672 -3.9382
50 H 3.2226 2.7988 -5.6943
51 H 1.6726 2.2975 -4.9861
52 H 2.9283 3.6489 -1.6309
53 H 3.0560 5.3819 -1.2503
54 H 3.5869 4.8119 -2.8095
55 O -3.6993 -5.7151 -2.5908
56 C -4.2766 -4.9564 -1.8532
57 O -3.6820 -4.5400 -0.7186
58 C -4.1899 -3.4966 0.1223
59 C -5.2041 -4.0378 1.1107
60 C -5.6926 -4.5368 -2.1328
61 H -4.5836 -2.6686 -0.4714
62 H -3.3322 -3.1018 0.6684
63 H -6.0755 -4.4558 0.6027
64 H -5.5428 -3.2499 1.7858
65 H -4.7650 -4.8447 1.7026
66 H -6.3741 -5.2974 -1.7482
67 H -5.8211 -4.4532 -3.2121
68 H -5.9533 -3.5656 -1.7176
69 O 4.8014 2.1240 -1.1502
70 C 5.6637 1.7884 -1.9291
71 O 5.3436 1.5297 -3.2091
72 C 6.3044 1.3181 -4.2522
73 C 6.7495 -0.1294 -4.2996
74 C 7.0759 1.5654 -1.4671
75 H 7.1430 2.0119 -4.1605
76 H 5.7985 1.5686 -5.1872
77 H 7.2498 -0.4256 -3.3760
78 H 7.4356 -0.2938 -5.1324
79 H 5.8867 -0.7884 -4.4184
80 H 7.1652 0.5564 -1.0622
81 H 7.3010 2.2868 -0.6825
82 H 7.8212 1.7173 -2.2445
83 O -10.8617 -5.2517 -1.4494
84 C -10.5384 -6.0960 -0.6521
85 O -9.3074 -6.0687 -0.1083
86 C -8.8887 -6.8953 0.9851
87 C -8.4033 -8.2440 0.4932
88 C -11.4594 -7.2380 -0.3226
89 H -9.6756 -6.9816 1.7378
90 H -8.0594 -6.3706 1.4649
91 H -9.1993 -8.7990 -0.0061
92 H -8.0315 -8.8459 1.3246
93 H -7.6005 -8.1162 -0.2362
94 H -11.3421 -8.0202 -1.0740
95 H -12.4853 -6.8698 -0.3456
96 H -11.3050 -7.6552 0.6701
97 O 9.5404 2.1578 0.4856
98 C 10.1505 3.1496 0.1666
99 O 9.5248 4.1366 -0.4981
100 C 10.0970 5.4276 -0.7492
101 C 10.9438 5.4149 -2.0058
102 C 11.6282 3.2598 0.4202
103 H 10.6457 5.7903 0.1227
104 H 9.2567 6.1106 -0.8897
105 H 11.7904 4.7325 -1.9124
106 H 11.3274 6.4137 -2.2213
107 H 10.3532 5.0726 -2.8584
108 H 12.1679 2.7674 -0.3901
109 H 11.8544 2.7555 1.3600
110 H 11.9806 4.2831 0.5284

Charge: +1
LUMO level: -3.6561 eV
Largest force on an atom: 4.0 eV/A
Multiplicity: 1
Kohn-Sham gap: 7.8 eV
Electronic energy: -86321.8399 eV
Highest occupied orbital energy: -11.44 eV

- What is the formula in the sixth record?
  C33H62Cl2NO12